1.
# C27H66N4O

A structure of composition C27H66N4O (ωB97M-V with the def2-TZVPD basis set, OMol25).

```
98
Properties=species:S:1:pos:R:3:forces:R:3:lowdin_charge:R:1
C 3.441684 -0.738864 0.155688 -3.0452 1.6894 0.5993 -0.14
C 2.273584 0.135276 -0.193512 3.1567 0.9642 1.7276 -0.23
N 2.594664 1.544886 -0.506112 -0.2092 1.1498 -0.4799 -0.14
C 3.230524 2.301766 0.587518 -0.8042 -0.0129 -0.5692 -0.26
C 2.361374 2.386236 1.826818 0.2611 -0.7855 -0.1526 -0.09
C 3.352174 1.809546 -1.750622 -1.5861 -0.6236 0.2303 -0.19
C 2.470304 1.630086 -3.026262 0.5156 -0.6902 1.1381 -0.06
H 4.102714 -0.775504 -0.710222 -0.8925 1.5415 0.7538 0.05
H 3.120214 -1.776594 0.244498 -0.9427 0.9318 0.0531 0.07
H 3.850274 -0.548604 1.148138 0.2018 0.6294 -0.0176 0.11
H 1.685644 -0.341304 -0.977932 5.1449 -0.5461 1.2781 0.04
H 1.544694 0.240086 0.610128 -0.0219 -0.3946 0.4440 0.12
H 4.242784 1.947576 0.782398 0.2444 -0.3753 0.4301 0.11
H 3.386914 3.321666 0.236188 -0.1569 0.0445 -0.2498 0.11
H 2.849264 3.060116 2.531048 -0.3583 -0.0942 0.2258 0.08
H 1.340394 2.676986 1.579518 0.1244 0.5044 -0.0954 0.08
H 2.236544 1.386956 2.243898 0.2694 0.0308 0.4884 0.05
H 4.218334 1.156016 -1.646902 0.4640 0.0435 -1.0457 0.10
H 3.667324 2.851106 -1.813332 0.1260 -0.0436 0.6524 0.11
H 2.294944 0.569136 -3.204372 0.5132 0.6923 -0.4740 0.02
H 3.013904 2.147526 -3.816742 -0.4711 -0.3033 -0.4115 0.09
H 1.435664 1.944246 -2.888642 0.4463 1.0113 0.1002 0.07
C -4.288796 0.903996 -2.217152 0.1276 0.0474 -2.0281 -0.09
C -5.060846 1.413696 -1.021082 1.1414 0.4439 -1.4676 -0.25
N -4.555876 0.755356 0.153628 0.5982 0.3027 -0.0833 -0.16
C -5.660216 0.458636 1.035928 0.1610 -0.0111 0.0411 -0.21
C -5.420796 -0.664664 2.018248 -2.2739 -1.7093 -4.5693 -0.06
C -3.268596 1.403246 0.651628 -4.3328 3.1429 1.2133 -0.23
C -3.559116 2.665776 1.531278 0.2293 0.1228 -1.0099 -0.06
H -4.575916 -0.116234 -2.471672 0.0935 -0.3467 0.4690 0.09
H -3.200646 0.912156 -2.154092 -0.3920 0.4882 -0.0525 0.06
H -4.490426 1.386616 -3.173452 -0.3671 0.6927 0.1323 0.08
H -4.937296 2.493136 -0.933642 -0.1895 0.3639 -0.0599 0.11
H -6.098736 1.215056 -1.288332 -0.1245 -0.0457 0.7061 0.12
H -5.968796 1.332566 1.609628 -0.3216 0.3993 0.1306 0.12
H -6.444016 0.215186 0.318648 -0.3692 -0.0917 0.5737 0.12
H -6.225296 -0.618414 2.752238 0.2022 -0.4981 0.1455 0.12
H -5.297136 -1.637084 1.541598 -0.4351 -0.1250 -0.1450 0.11
H -4.490906 -0.394574 2.518708 1.7477 -5.5473 -16.1113 -0.03
H -2.579366 1.672626 -0.148682 -1.9885 1.4444 0.1944 0.12
H -2.764246 0.645896 1.251758 -1.8722 2.6753 -0.5906 0.01
H -4.201546 2.425346 2.378368 -0.6225 0.5335 -0.5297 0.06
H -3.856586 3.524746 0.929798 -0.4211 -0.0460 0.1034 0.08
H -2.632656 2.940426 2.035598 0.1809 0.7121 -0.4794 0.08
C 4.725694 -1.764594 -4.759302 -0.7811 0.9222 -0.3390 -0.06
C 4.496704 -0.832564 -3.547582 -0.2608 -0.3202 0.1809 -0.23
N 4.084954 -1.512104 -2.303152 1.6505 -0.0879 -0.0587 -0.24
C 5.178954 -2.283924 -1.632242 -0.8505 1.5185 -0.7745 -0.20
C 4.967634 -2.425324 -0.152082 2.1635 -2.6069 0.6547 -0.16
C 2.877984 -2.298484 -2.393912 0.5331 -0.2016 -2.3726 -0.19
C 1.697924 -1.465514 -2.914762 3.2531 -4.8313 -1.3010 -0.06
H 3.753594 -2.203144 -4.984672 0.2003 -0.8160 0.1781 0.06
H 5.550944 -2.473624 -4.693242 -0.3079 -0.1632 0.3909 0.07
H 4.883404 -1.231224 -5.696712 0.3677 0.5557 0.1571 0.07
H 5.333104 -0.157284 -3.367222 0.4692 -0.4499 0.3345 0.11
H 3.703844 -0.097874 -3.687942 0.2841 -0.5762 -0.8932 0.06
H 5.287694 -3.258584 -2.107962 0.4376 -0.1137 -0.1181 0.12
H 6.041184 -1.622384 -1.716142 0.4546 -0.4590 -0.5053 0.13
H 4.890014 -1.469344 0.365778 2.0389 -1.9408 0.0500 0.04
H 4.071604 -3.010064 0.056028 0.5968 -0.4164 0.1660 0.07
H 5.829954 -2.996964 0.191058 0.1163 -0.2453 0.2102 0.09
H 2.737354 -2.886644 -1.487062 -0.4697 0.4786 0.0727 0.12
H 3.096094 -3.033834 -3.168372 -0.2392 -0.8275 -0.0897 0.10
H 0.838584 -2.118284 -3.068142 -0.2811 0.0439 0.6795 0.11
H 1.816154 -1.078894 -3.927012 0.5369 0.2943 0.1600 0.12
H 1.430254 -0.712564 -2.173472 10.0442 -5.3149 0.1971 -0.04
C -1.414706 -2.046274 1.435038 2.4799 -0.8185 -0.2983 -0.03
C -1.980576 -0.645394 1.682168 1.6772 -2.5196 6.8853 -0.40
N -1.870806 -0.375564 3.118098 -0.8552 1.5314 0.1406 -0.11
C -2.748916 0.840896 3.388278 1.0862 -0.6154 1.5812 -0.21
C -4.149916 0.384486 3.864208 3.0202 2.8965 3.8133 -0.06
C -0.465796 -0.167524 3.535178 -1.5747 -0.3298 1.5949 -0.21
C -0.427016 -0.125994 5.103498 1.2912 0.2612 -0.4343 -0.08
H -1.666606 -2.556814 0.505518 -0.9978 -0.0606 0.2191 0.09
H -1.439366 -2.720444 2.291188 -0.5045 0.2477 0.0295 0.10
H -0.355956 -1.957314 1.191678 0.5429 0.1776 0.3496 0.08
H -1.636776 0.161686 1.035238 2.4841 -0.9660 3.1891 0.08
H -3.008136 -0.743894 1.332148 -0.8304 -0.2270 1.9937 0.12
H -2.756876 1.587896 2.594538 0.3176 -2.0231 1.1300 0.02
H -2.253236 1.479826 4.119148 0.0377 -0.4059 0.7222 0.11
H -4.593946 -0.232544 3.083058 -1.6105 4.8720 16.9130 -0.13
H -4.801856 1.241956 4.030968 -0.1583 0.1857 -0.0722 0.09
H -4.079776 -0.137484 4.818538 0.1730 -0.1242 0.0400 0.10
H 0.100904 -1.001174 3.120478 0.2327 0.0933 0.3170 0.10
H -0.024376 0.768946 3.194198 -0.0267 0.2755 -0.4444 0.10
H -1.096916 0.584906 5.587178 -0.5246 -0.2657 -0.4486 0.06
H -0.470486 -1.086314 5.617318 -0.3532 -0.0911 -0.3474 0.07
H 0.533604 0.302026 5.390058 0.4083 -0.1369 -0.0296 0.06
C -2.151146 -0.237834 -0.461282 2.1609 -1.8977 -7.0711 -0.15
C -1.169086 -0.731614 -1.496812 2.4249 -1.5738 0.3219 -0.32
O -1.254966 -1.819334 -2.079592 -0.7687 1.0472 0.4931 0.03
C 0.178594 0.045716 -1.649892 -7.6780 2.7295 -0.0125 -0.06
H -2.223416 -0.904694 0.397888 -0.6926 -0.6271 -5.8642 0.00
H -3.084726 -0.172254 -1.020042 0.6001 -0.2041 0.9239 0.08
H -1.744276 0.707176 -0.101392 0.6975 -1.6421 -2.1441 0.07
H -0.070886 1.039596 -2.021452 0.0288 0.3443 0.5142 0.11
H 0.829654 -0.461994 -2.361542 -11.0861 5.3273 -2.3313 -0.08
H 0.868024 0.050726 -0.805642 -5.7102 1.7850 0.1383 0.00
```
Forces are in eV/Å.

The value obtained for the LUMO energy is 0.02631 Ha. For the energy relative to the best compared isomer or geometry (same formula, charge and spin), the calculation gives 670.3 kcal/mol. The HOMO energy comes out at -7.85 eV. The total energy is -1361.449723 Eh.

---

2.
# C2H7BrSi

A cluster of 2 separate species, C2H7BrSi in total (ωB97M-V with the def2-TZVPD basis set, OMol25).

```
11
Properties=species:S:1:pos:R:3:forces:R:3:lowdin_charge:R:1
C -1.235942 0.435184 0.990148 -2.2817 1.6734 0.5065 -0.31
C 0.704116 -0.407445 -1.336612 3.2971 1.0689 0.1151 -0.36
Si -0.968133 -0.416076 -0.648667 -1.3179 -2.0521 -0.8977 0.64
Br 4.093057 0.047000 3.032537 -0.0479 -0.0048 -0.0344 -0.11
H -0.338583 0.833325 1.473720 0.0719 -0.3690 -0.2867 0.02
H -1.836093 1.358785 0.711237 0.7210 -0.5748 0.2588 0.02
H -1.931578 0.046407 1.802745 1.1085 -0.3070 -1.1685 0.04
H 0.923000 0.655822 -1.688694 -0.1191 -1.2669 -0.0763 0.04
H 1.449662 -0.481503 -0.478123 -0.8805 -0.0303 -0.7437 0.03
H 1.117964 -1.151928 -2.088353 -1.1388 0.9334 0.7462 0.05
H -1.977471 -0.919571 -1.769937 0.5874 0.9293 1.5807 -0.06
```
Forces are in eV/Å.

The value obtained for the LUMO energy (alpha / beta) is 0.00426 / -0.13692 Ha. For the energy relative to the best compared isomer or geometry (same formula, charge and spin), the calculation gives 104.1 kcal/mol. The HOMO energy (alpha / beta) comes out at -10.89 / -6.00 eV. The total energy is -2943.762026 Eh.

---

3.
# C7H12

The molecule C7H12 (ωB97M-V with the def2-TZVPD basis set, OMol25).

```
19
Properties=species:S:1:pos:R:3:forces:R:3:lowdin_charge:R:1
C -2.044723 -1.454710 0.516668 -0.0111 -0.0724 -0.0112 -0.11
C -1.298490 -0.125445 0.475665 0.0065 0.0918 -0.0267 -0.24
C 0.219887 -0.257745 0.504119 -0.0826 -0.0518 0.0948 -0.29
C 1.025788 -0.663481 -0.777239 -0.0227 -0.1189 -0.1164 -0.10
C 1.835772 0.627308 -0.652842 0.2421 -0.0500 -0.1210 -0.22
C 0.911026 1.799355 -0.727780 -0.0839 0.1409 -0.0990 -0.09
C 1.025468 1.040180 0.560408 -0.0334 0.0985 0.2960 -0.20
H -3.128259 -1.300683 0.482773 0.1428 -0.0297 -0.0135 0.07
H -1.818431 -2.002442 1.438517 0.0020 0.0464 -0.1271 0.07
H -1.771347 -2.093460 -0.329923 -0.0124 0.0551 0.0841 0.07
H -1.598730 0.440953 -0.414929 0.0318 -0.0793 0.0975 0.10
H -1.602697 0.483943 1.337958 0.0588 -0.0617 -0.0999 0.11
H 0.510386 -0.924876 1.325098 -0.0450 0.1298 -0.0642 0.14
H 0.455968 -0.768567 -1.709780 0.0451 0.0275 0.1557 0.11
H 1.624502 -1.566102 -0.629639 -0.1236 0.1073 -0.0014 0.11
H 2.905904 0.725640 -0.807651 -0.1919 -0.0281 -0.0087 0.13
H 1.380756 2.778888 -0.731216 -0.0439 -0.1525 0.0166 0.10
H 0.007189 1.734760 -1.332056 0.1387 0.0086 0.0881 0.10
H 1.360031 1.526485 1.471851 -0.0173 -0.0616 -0.1437 0.13
```
Forces are in eV/Å.

The value obtained for the LUMO energy is 0.04495 Ha. For the energy relative to the best compared isomer or geometry (same formula, charge and spin), the calculation gives 30.7 kcal/mol. The HOMO energy comes out at -9.57 eV. The SMILES is CC[C@H]1C[C@H]2C[C@@H]12. The total energy is -273.859687 Eh.

---

4.
# C2H8NO2

A cluster of 2 separate species, C2H8NO2 in total (ωB97M-V with the def2-TZVPD basis set, OMol25).

```
13
Properties=species:S:1:pos:R:3:forces:R:3:lowdin_charge:R:1
C 0.430653 0.782585 -0.012253 -0.3005 0.8570 0.6988 -0.44
O -0.648846 0.563349 0.763095 -1.2829 0.6787 0.8372 -0.37
C 0.306404 -0.322512 -1.184304 -0.4039 3.5844 -0.5384 -0.26
N -1.112134 -0.582874 -1.491354 1.4151 -0.1425 -3.4772 -0.02
H 0.471025 1.876714 -0.506441 -0.3337 -1.5946 0.3006 0.08
H 1.304766 0.895882 0.746893 -0.0313 -1.0013 -1.6706 0.09
H 0.709478 0.144040 -2.073617 0.4018 0.0559 -0.5123 0.06
H 0.892348 -1.180768 -1.034983 0.2615 -1.5416 0.5920 0.06
H -1.542256 -0.695919 -0.664677 -1.6743 -0.7863 4.0157 -0.02
H -1.683625 0.191825 -1.863385 1.3823 -0.0287 -0.0517 0.07
H 1.019645 -1.013015 2.440865 -0.3740 0.3443 -0.5660 -0.03
H -0.375849 -0.052087 2.079419 2.0207 -0.8199 -0.4053 0.02
O 0.228389 -0.607222 2.800741 -1.0808 0.3948 0.7771 -0.23
```
Forces are in eV/Å.

The value obtained for the LUMO energy is 0.16979 Ha. For the energy relative to the best compared isomer or geometry (same formula, charge and spin), the calculation gives 29.5 kcal/mol. The HOMO energy comes out at -3.12 eV. The total energy is -286.200200 Eh. As for the net charge: -1.

---

| no. | maximum force (hartree/bohr) |
| --- | --- |
| 1 | 0.34371 |
| 2 | 0.06744 |
| 3 | 0.00610 |
| 4 | 0.08598 |